ORCA calculation (wB97M-V/def2-TZVPD) on an isolated ion of composition C2H4O3P and charge -1 at a distorted geometry.

Properties
- Total charge: -1
- Max |F|: 4.976 eV Å⁻¹
- Calculated total energy: -645.74996 Eh
- SMILES string: CC(=O)[P@@H](=O)[O-]
- Gap between HOMO and LUMO: 8.1 eV

```
10
C2H4O3P wB97M-V/def2-TZVPD
C -1.163 0.269 0.485
C -0.550 -0.234 -0.791
O -1.123 -0.322 -1.866
P 1.450 -0.196 -0.064
O 1.992 1.194 0.113
O 1.570 -1.092 1.044
H -2.131 0.907 0.225
H -0.362 0.841 0.904
H -1.576 -0.450 1.194
H 1.893 -0.917 -1.243
```


ORCA calculation (wB97M-V/def2-TZVPD) on an isolated ion of composition C2H4O3P and charge -1 at a distorted geometry.

Properties
- Total charge: -1
- Max |F|: 4.606 eV Å⁻¹
- Calculated total energy: -645.74286 Eh
- SMILES string: CC(=O)P([O-])O
- Gap between HOMO and LUMO: 6.6 eV

```
10
C2H4O3P wB97M-V/def2-TZVPD
C 1.433 -0.647 0.285
C 0.053 -0.637 -0.326
O -0.298 -1.453 -1.162
P -1.383 0.314 0.514
O -2.594 0.099 -0.242
O -0.905 1.876 0.115
H 2.116 -0.281 -0.498
H 1.814 -1.532 0.823
H 1.360 0.114 1.031
H -1.596 2.147 -0.539
```